(one)
{"formula": "C4H15NO2S", "method": "ωB97M-V/def2-TZVPD", "elements": ["C", "N", "C", "C", "C", "S", "H", "H", "H", "H", "H", "H", "H", "H", "H", "H", "H", "O", "H", "H", "O", "H", "H"], "positions_angstrom": [[-0.347, 0.980, -2.272], [-0.744, 1.055, -0.877], [-0.394, 0.176, 0.209], [-1.031, -1.320, 0.025], [-1.106, 0.750, 1.393], [-0.564, -0.049, 3.040], [-1.118, 0.386, -2.750], [-0.445, 1.955, -2.784], [0.603, 0.451, -2.456], [-1.553, 1.496, -0.666], [0.737, 0.050, 0.262], [-0.804, -1.970, 0.989], [-2.134, -1.362, 0.194], [-0.828, -1.867, -0.956], [-0.699, 1.788, 1.477], [-2.194, 0.406, 1.484], [-0.108, -1.326, 2.506], [2.128, -3.041, -0.169], [1.320, -2.934, 0.333], [2.199, -2.231, -0.768], [2.654, 2.188, 0.808], [1.808, 2.520, 1.088], [2.619, 1.900, -0.109]], "lowdin_charge": [-0.102, -0.115, -0.484, -0.094, -0.496, 0.628, 0.061, 0.083, 0.085, 0.058, 0.139, 0.049, 0.067, 0.084, 0.080, 0.086, -0.106, -0.082, -0.005, 0.068, -0.048, 0.015, 0.030], "lumo_ev": 0.47, "homo_lumo_gap_ev": 9.18, "smiles": "CN[C@H](C)CS.O.O"}



(two)
{"formula": "C4H15NO2S", "method": "ωB97M-V/def2-TZVPD", "elements": ["N", "C", "C", "C", "C", "S", "H", "H", "H", "H", "H", "H", "H", "H", "H", "H", "H", "O", "H", "H", "O", "H", "H"], "positions_angstrom": [[0.191, -2.033, 0.483], [-0.564, -0.979, 1.168], [0.125, 0.355, 1.678], [0.986, 0.969, 0.551], [0.177, 1.205, -0.710], [-1.063, 2.579, -0.174], [0.931, -2.326, 1.007], [0.572, -1.620, -0.420], [-1.555, -0.741, 0.642], [-1.008, -1.482, 2.101], [-0.727, 1.083, 2.205], [0.779, 0.182, 2.607], [1.928, 0.254, 0.375], [1.438, 1.945, 0.885], [-0.276, 0.360, -1.229], [0.805, 1.639, -1.467], [-2.079, 1.651, 0.119], [2.013, -0.413, -1.829], [2.402, 0.267, -2.404], [2.324, -1.137, -2.392], [-2.424, -0.304, -1.312], [-3.230, -0.740, -1.161], [-1.744, -0.713, -0.722]], "lowdin_charge": [0.018, -0.305, -0.245, -0.349, -0.513, 0.664, 0.023, 0.072, 0.081, 0.123, 0.135, 0.108, 0.128, 0.103, 0.042, 0.043, -0.121, -0.070, 0.067, 0.062, -0.080, 0.020, -0.005], "lumo_ev": 0.31, "homo_lumo_gap_ev": 8.83, "smiles": "NCCCCS.O.O"}



(three)
{"formula": "C4H15NO2S", "method": "ωB97M-V/def2-TZVPD", "elements": ["N", "C", "C", "C", "C", "S", "H", "H", "H", "H", "H", "H", "H", "H", "H", "H", "H", "O", "H", "H", "O", "H", "H"], "positions_angstrom": [[0.618, 1.264, -1.967], [1.594, 1.028, -0.856], [1.041, 1.533, 0.440], [-0.305, 1.225, 0.762], [-0.364, -0.366, 0.898], [0.475, -1.013, 2.290], [0.663, 2.273, -2.194], [-0.360, 1.037, -1.633], [1.742, -0.158, -0.811], [2.608, 1.466, -1.150], [1.849, 1.396, 1.306], [1.219, 2.656, 0.477], [-1.228, 1.199, -0.036], [-0.720, 1.862, 1.619], [-0.233, -0.865, -0.026], [-1.470, -0.665, 1.028], [1.700, -1.257, 1.879], [-3.299, 0.071, -1.160], [-2.665, -0.018, -1.900], [-2.931, 0.894, -0.756], [0.140, -2.402, -1.859], [0.797, -1.992, -1.289], [0.565, -2.341, -2.712]], "lowdin_charge": [-0.022, -0.287, -0.343, -0.289, -0.628, 0.745, 0.074, 0.049, 0.115, 0.131, 0.149, 0.124, 0.108, 0.139, 0.015, 0.097, -0.165, -0.072, 0.043, 0.027, -0.048, 0.001, 0.037], "lumo_ev": 0.58, "homo_lumo_gap_ev": 9.58, "smiles": "NCCCCS.O.O"}



Order from most stable to least stable according to the calculation: (two), (three), (one)



(one)
{"formula": "CHNO3S", "method": "ωB97M-V/def2-TZVPD", "elements": ["C", "N", "O", "O", "O", "S", "H"], "positions_angstrom": [[0.581, -1.173, -0.332], [1.633, -1.146, 0.142], [2.716, -1.428, 0.666], [3.411, 0.311, -1.247], [3.849, 1.223, 0.922], [4.161, 0.160, -0.042], [0.407, -0.100, -1.676]], "lowdin_charge": [0.069, -0.246, -0.129, -0.464, -0.434, 0.872, 0.332], "lumo_ev": [-2.89, -2.89], "homo_lumo_gap_ev": [8.11, 8.12]}



(two)
{"formula": "CHNO3S", "method": "ωB97M-V/def2-TZVPD", "elements": ["O", "C", "S", "O", "N", "O", "H"], "positions_angstrom": [[0.416, 1.572, 0.219], [1.303, 0.838, 0.097], [2.716, 0.225, -0.053], [0.028, -0.987, 0.531], [-1.007, -1.417, 0.162], [-1.857, -0.569, -0.425], [-1.599, 0.338, -0.530]], "lowdin_charge": [0.081, -0.923, 0.818, -0.041, -0.064, 0.044, 0.084], "lumo_ev": -0.03, "homo_lumo_gap_ev": 10.57, "smiles": "O=C=S.O=NO"}



Order from most stable to least stable according to the calculation: (two), (one)



(one)
{"formula": "C3H7NSi", "method": "ωB97M-V/def2-TZVPD", "elements": ["C", "C", "C", "N", "Si", "H", "H", "H", "H", "H", "H", "H"], "positions_angstrom": [[-1.645, 1.382, 0.996], [-0.726, 1.604, 0.050], [0.943, -2.375, -0.069], [0.867, -1.216, -0.536], [1.094, 1.404, 0.274], [-2.702, 1.462, 0.798], [-1.372, 1.099, 1.998], [-1.076, 1.870, -0.944], [0.761, -3.274, -0.660], [0.616, -0.998, -1.511], [1.952, 1.885, -0.797], [1.659, 1.255, 1.598]], "lowdin_charge": [-0.100, -0.416, -0.087, -0.105, 0.734, 0.045, 0.041, 0.038, 0.013, 0.054, -0.115, -0.102], "lumo_ev": [-0.02, -0.63], "homo_lumo_gap_ev": [8.07, 5.36]}



(two)
{"formula": "C3H7NSi", "method": "ωB97M-V/def2-TZVPD", "elements": ["C", "C", "C", "N", "Si", "H", "H", "H", "H", "H", "H", "H"], "positions_angstrom": [[-0.208, 1.220, 1.868], [-0.772, 0.188, 1.522], [1.781, 0.476, -0.444], [1.864, -0.293, -1.517], [-1.957, -0.780, 0.543], [0.562, 1.886, 1.985], [1.300, -1.117, -1.442], [2.267, 1.349, -0.844], [2.019, 0.083, -2.498], [-2.565, -0.086, -0.590], [-3.301, -0.975, 1.314], [-0.990, -1.951, 0.102]], "lowdin_charge": [0.004, -0.369, -0.041, -0.047, 0.526, -0.004, 0.051, -0.016, 0.123, -0.105, -0.067, -0.055], "lumo_ev": 0.84, "homo_lumo_gap_ev": 9.32}



Order from most stable to least stable according to the calculation: (one), (two)